60
Properties=species:S:1:pos:R:3:nbo_charge:R:1 method="wB97M-V/def2-TZVPD" gap_ev="8.91 / 5.08" multiplicity=2 largest_force_ev_per_a=5.69 homo_ev="-13.61 / -13.61" charge=+1 relative_energy_kcal_mol=88.4 total_energy_ev=-40029.85432
C -0.03 -0.75 -1.25 0.064
C 0.17 -1.04 -2.55 -0.105
C -0.53 1.56 -0.71 0.116
N -0.87 0.26 -0.85 -0.348
H 0.26 -1.41 -0.59 0.183
H -0.04 -0.45 -3.36 0.209
H 0.63 -1.87 -2.97 0.238
H -1.17 2.20 -0.10 0.243
H 0.48 1.94 -0.71 0.260
H 0.09 0.78 3.99 0.526
H 0.64 1.75 2.93 0.463
O 0.91 1.14 3.63 -0.987
H -2.38 -1.15 -1.48 0.452
H -3.81 -0.81 -1.54 0.502
O -3.20 -1.59 -1.64 -0.942
H -1.07 3.88 -1.06 0.446
H -0.57 3.79 -2.48 0.498
O -0.50 4.39 -1.61 -0.933
H 3.27 -0.66 3.01 0.502
H 2.26 0.53 2.79 0.525
O 2.85 -0.13 2.25 -1.044
H 1.73 -4.19 0.33 0.476
H 0.50 -4.17 -0.37 0.449
O 1.27 -4.71 -0.38 -0.939
H -2.87 -2.54 2.18 0.516
H -1.54 -2.81 1.51 0.471
O -1.90 -2.54 2.32 -0.983
H 0.99 2.18 1.40 0.497
H 0.12 3.24 2.11 0.504
O 0.09 2.48 1.50 -0.978
H 3.97 0.42 -0.42 0.516
H 2.83 -0.84 -0.31 0.510
O 3.07 0.07 -0.59 -1.012
H 2.34 2.33 -3.01 0.521
H 1.93 0.95 -2.60 0.469
O 1.85 1.58 -3.31 -0.961
H -4.51 -1.56 0.93 0.493
H -3.82 -2.48 -0.03 0.479
O -4.11 -2.46 0.85 -0.959
H 2.34 -1.65 1.22 0.523
H 1.46 -2.10 0.02 0.441
O 2.32 -2.27 0.39 -0.930
H 3.24 2.56 1.38 0.510
H 2.71 1.23 0.60 0.536
O 2.52 2.27 0.77 -1.037
H 0.03 1.84 -3.27 0.499
H -1.32 1.25 -3.73 0.486
O -0.89 1.94 -3.23 -0.968
H -2.28 -0.05 4.19 0.473
H -1.57 -1.30 3.52 0.514
O -1.48 -0.49 4.05 -1.000
H 1.65 4.43 -1.23 0.487
H 2.52 3.39 -0.57 0.489
O 2.33 3.84 -1.44 -0.992
H -2.19 -0.68 0.48 0.477
H -2.75 0.76 0.72 0.458
O -2.98 -0.11 0.88 -0.923
H -1.40 -4.46 -0.20 0.516
H -1.87 -3.41 -1.26 0.506
O -1.20 -3.58 -0.56 -1.003